No. 1
Formula: C15H20N2O4
Source: the Open Molecules 2025 dataset
Level of theory: the ωB97M-V functional and the def2-TZVPD basis

Bonds (Å) are listed after each position.
Cartesian coordinates (Å):
1 C -1.069 1.752 2.241  C18 1.612, O30 1.251, N39 1.474
2 C -1.290 -1.541 -3.813  C11 1.310, H16 1.060, C27 1.430
3 H -2.420 0.608 3.521  C18 1.095
4 H 0.974 1.660 4.343  C28 1.080
5 C 2.078 -1.790 -5.068  H8 1.091, H21 1.151, H32 1.036, C36 1.456
6 C 0.731 -0.132 -2.852  N26 1.438, C27 1.462, O38 1.237
7 C -0.366 -0.695 -0.693  C15 1.523, H20 1.094, N26 1.425, H33 1.122
8 H 2.382 -2.572 -5.767  C5 1.091
9 H -0.723 2.438 -0.737  C34 1.132
10 H -2.229 -3.227 -4.863  C11 1.101
11 C -1.381 -2.569 -4.620  C2 1.310, H10 1.101, O40 1.383
12 H 1.653 1.899 -1.586  C37 1.141
13 H 0.507 -0.487 1.212  C15 1.084
14 H -1.688 1.251 5.618  C23 1.081
15 C -0.445 -0.236 0.758  C7 1.523, H13 1.084, H24 1.134, N39 1.448
16 H -2.019 -0.967 -3.302  C2 1.060
17 H -1.138 2.596 4.789  C23 1.078
18 C -1.345 0.819 3.526  C1 1.612, H3 1.095, C23 1.496, O35 1.415
19 H 0.657 0.989 6.034  C28 1.083
20 H -1.388 -0.704 -1.083  C7 1.094
21 H 2.833 -1.899 -4.207  C5 1.151
22 C 0.345 -0.416 4.507  H25 1.049, C28 1.523, H29 1.140, O35 1.400
23 C -1.029 1.524 4.807  H14 1.081, H17 1.078, C18 1.496, C28 1.506
24 H -1.210 -0.771 1.401  C15 1.134
25 H 1.274 -0.755 4.157  C22 1.049
26 N 0.517 0.127 -1.453  C6 1.438, C7 1.425, C37 1.490
27 C 0.073 -1.120 -3.705  C2 1.430, C6 1.462, C36 1.420
28 C 0.382 1.028 4.988  H4 1.080, H19 1.083, C22 1.523, C23 1.506
29 H 0.041 -1.180 5.297  C22 1.140
30 O -1.286 2.983 2.279  C1 1.251
31 H 1.871 0.943 0.012  C37 1.140
32 H 2.292 -0.863 -5.479  C5 1.036
33 H 0.063 -1.729 -0.757  C7 1.122
34 C 0.066 2.051 -0.024  H9 1.132, C37 1.493, N39 1.494, H41 1.053
35 O -0.584 -0.373 3.460  C18 1.415, C22 1.400
36 C 0.659 -1.873 -4.756  C5 1.456, C27 1.420, O40 1.371
37 C 1.123 1.304 -0.769  H12 1.141, N26 1.490, H31 1.140, C34 1.493
38 O 1.448 0.648 -3.490  C6 1.237
39 N -0.671 1.182 0.941  C1 1.474, C15 1.448, C34 1.494
40 O -0.211 -2.765 -5.331  C11 1.383, C36 1.371
41 H 0.525 2.865 0.462  C34 1.053

As for the HOMO-LUMO gap: 9.006 eV. As for the lowest unoccupied orbital energy: 0.59 eV. Its net charge is 0. The value obtained for the highest occupied orbital energy is -8.42 eV. For the energy above the lowest of the compared OMol25 structures with the same formula, charge and spin, the calculation gives 107.6 kcal per mole. For the maximum force, the calculation gives 3.8 eV/Å. The calculation puts the calculated total energy at -993.96094 Eh. The SMILES is Cc1occc1C(=O)N1CCN(C(=O)[C@@H]2CCCO2)CC1.

---

No. 2
Formula: C4H4N2O
Source: the Open Molecules 2025 dataset
Level of theory: the ωB97M-V functional and the def2-TZVPD basis

Bonds (Å) are listed after each position.
Cartesian coordinates (Å):
1 H -0.789 -1.205 0.524  C11 1.033
2 C 2.305 0.669 0.320  N7 1.279, C8 1.444, H9 1.010
3 O -0.661 1.148 -0.101  C6 1.328
4 H -2.631 -1.457 0.281  C11 1.093
5 N 1.243 -0.925 -0.563  N7 1.590, C8 1.236
6 C -1.745 0.397 -0.257  O3 1.328, H10 1.121, C11 1.353
7 N 2.668 -0.518 0.013  C2 1.279, N5 1.590, C8 1.809
8 C 1.092 0.286 -0.363  C2 1.444, N5 1.236, N7 1.809
9 H 2.789 1.484 0.669  C2 1.010
10 H -2.546 0.966 -0.799  C6 1.121
11 C -1.724 -0.847 0.276  H1 1.033, H4 1.093, C6 1.353

As for the HOMO-LUMO gap (alpha / beta): 6.659 / 6.661 eV. As for the lowest unoccupied orbital energy (alpha / beta): -1.69 / -1.69 eV. Its net charge is 0. The value obtained for the highest occupied orbital energy (alpha / beta) is -8.35 / -8.35 eV. For the energy above the lowest of the compared OMol25 structures with the same formula, charge and spin, the calculation gives 190.1 kcal per mole. For the maximum force, the calculation gives 6.4 eV/Å. The calculation puts the calculated total energy at -339.27870 Eh.